Entry 1:
Computed, not measured: a structure of composition C38H31BrFeN8O2S3 in a non-equilibrium geometry, with wB97M-V/def2-TZVPD.

The value obtained for the highest occupied orbital energy (spin up / spin down) is -9.829 / -9.821 eV. Its largest force on an atom is 2.96 eV/A. The total charge is +1. As for the calculated total energy: -7087.24202 Eh. Its expectation value of S² is 0.777. The calculation puts the lowest unoccupied orbital energy (spin up / spin down) at -3.39 / -5.46 eV. Its spin multiplicity is 2.

Last column: Mulliken charge in e.
Element x y z (Å)
Fe  -0.18194  1.21409  -0.70688  2.044
S  -1.83670  5.45781  0.20734  -0.302
C  -0.69070  5.13346  1.44398  -0.621
C  -0.06731  3.92708  1.28590  -0.898
C  -0.51273  3.23078  0.13632  0.195
C  -1.46306  3.91336  -0.53350  0.369
C  -2.07614  3.37845  -1.72627  0.929
C  -3.09944  3.98837  -2.45322  -1.107
C  -3.58329  3.35566  -3.58302  -0.531
C  -3.05330  2.12389  -3.95299  -0.862
C  -2.04569  1.57715  -3.17557  -0.444
N  -1.54825  2.18685  -2.10458  0.663
H  -0.53383  5.85954  2.22570  0.485
H  0.67767  3.55636  1.97512  0.365
H  -3.49906  4.93682  -2.12088  0.484
H  -4.36452  3.81596  -4.17267  0.430
H  -3.41569  1.59953  -4.82448  0.477
H  -1.60367  0.62096  -3.42536  0.276
N  -0.91704  -0.54357  3.69069  0.254
C  -2.25244  -0.84756  3.91803  0.067
C  -2.59046  -1.75801  4.91227  -0.625
C  -3.91523  -2.08108  5.13561  -0.647
C  -4.92311  -1.51060  4.36184  -0.676
C  -4.59920  -0.59806  3.37586  -0.710
C  -3.27118  -0.25221  3.16068  0.839
S  -2.86517  0.95786  1.94837  -0.038
N  -1.24398  0.92285  1.89000  -0.015
C  -0.47987  0.24736  2.67652  0.644
C  0.98107  0.41675  2.48447  -0.133
C  1.89755  0.12276  3.48870  -0.713
C  3.23799  0.41470  3.28690  -1.001
C  3.60960  1.03533  2.10841  -1.030
C  2.62888  1.29582  1.16043  -1.412
N  1.35593  0.96032  1.31637  1.197
H  -0.25184  -1.11402  4.19174  0.235
H  -1.81399  -2.21319  5.51332  0.446
H  -4.16548  -2.79310  5.90841  0.432
H  -5.95819  -1.76916  4.53028  0.440
H  -5.37040  -0.13890  2.77161  0.449
H  1.58274  -0.29108  4.43631  0.615
H  3.96663  0.18603  4.05163  0.453
H  4.63424  1.31974  1.92212  0.549
H  2.87381  1.81240  0.24376  0.940
Br  -0.15890  -4.96170  3.92809  -0.134
C  -0.77593  -3.91626  2.45659  -0.456
C  0.11309  -3.05454  1.83502  -0.886
C  -0.34590  -2.23476  0.81364  0.624
C  -1.68044  -2.28524  0.42657  0.919
C  -2.54747  -3.18840  1.03273  -0.865
C  -2.10259  -4.00266  2.06332  -0.447
C  -2.23468  -1.31112  -0.61470  -0.446
O  -3.12882  -1.68571  -1.35282  -0.722
O  -1.70008  -0.14961  -0.57910  -0.418
H  1.14824  -3.02126  2.15328  0.594
H  0.32827  -1.54345  0.31937  -0.065
H  -3.57569  -3.22415  0.69809  0.534
H  -2.77556  -4.68317  2.56638  0.490
C  1.19469  -3.86099  -1.83310  -0.603
N  1.06857  -2.83924  -2.86242  -0.018
C  1.82916  -3.05779  -4.08814  -1.014
C  0.75809  -1.60790  -2.52751  0.191
N  0.45650  -0.52208  -2.26829  -0.459
H  1.04732  -4.83693  -2.29329  0.387
H  0.43836  -3.72041  -1.06556  0.086
H  2.18923  -3.84128  -1.37428  0.268
H  1.60075  -4.05271  -4.46769  0.341
H  2.90477  -2.98743  -3.90065  0.323
H  1.54672  -2.31857  -4.83356  0.348
N  1.01000  3.71933  -2.92484  -0.327
C  1.96560  2.78574  -2.85635  0.078
N  1.96756  1.79455  -2.01321  0.506
C  3.09857  1.00836  -2.17171  -1.165
C  3.41805  -0.13916  -1.44771  0.771
C  4.60416  -0.80217  -1.70793  -1.223
C  5.49021  -0.33424  -2.67488  -0.749
C  5.18811  0.79478  -3.41591  -0.440
C  3.99587  1.45162  -3.15799  0.509
S  3.36537  2.88954  -3.91965  -0.346
H  0.18565  3.59547  -2.35360  -0.040
H  0.99091  4.36336  -3.69391  0.252
H  2.72073  -0.49535  -0.70308  0.756
H  4.85853  -1.69158  -1.14593  0.472
H  6.42083  -0.85375  -2.85452  0.424
H  5.86893  1.16339  -4.17005  0.441

---

Entry 2:
Computed, not measured: a structure of composition C38H31Cl2FN5O8S6SbZr in a non-equilibrium geometry, with wB97M-V/def2-TZVPD.

The value obtained for the highest occupied orbital energy is -1.250 eV. Its largest force on an atom is 1.24 eV/A. The total charge is -2. As for the calculated total energy: -6039.47423 Eh. The calculation puts the lowest unoccupied orbital energy at 3.35 eV.

Last column: Mulliken charge in e.
Element x y z (Å)
Zr  0.21723  0.05150  -0.11927  -0.157
C  6.83455  -0.63469  3.55304  -1.757
C  6.19729  -2.01112  3.40583  0.469
C  7.17889  -2.96758  2.74559  -1.039
C  6.55702  -4.33850  2.55315  -1.065
C  5.29641  -4.21088  1.74553  0.990
C  4.86015  -5.23427  0.93396  -0.738
C  3.68330  -5.09724  0.20696  -0.179
F  3.29894  -6.13240  -0.56956  -0.374
C  2.92766  -3.96283  0.26040  -0.563
C  3.36087  -2.91114  1.07472  0.743
C  2.54364  -1.69418  1.12929  1.576
O  1.55371  -1.62039  0.38744  -0.788
C  2.95877  -0.71194  2.07420  -0.222
C  4.12418  -0.89644  2.74631  -0.761
N  4.94572  -1.95766  2.62041  0.430
C  4.54285  -3.02564  1.81448  -1.084
C  2.19705  0.55363  2.38230  0.127
O  2.59953  1.26786  3.29444  -0.820
O  1.15075  0.77027  1.67786  0.405
H  7.81617  -0.75556  4.01338  0.431
H  6.26039  0.04186  4.18136  0.540
H  6.96302  -0.16997  2.57421  0.380
H  5.95312  -2.40242  4.40093  0.126
H  8.06895  -3.02750  3.37443  0.386
H  7.48200  -2.55419  1.77876  0.331
H  6.33109  -4.77567  3.53179  0.327
H  7.25036  -5.01672  2.05327  0.432
H  5.42843  -6.15327  0.85942  0.470
H  2.00898  -3.85075  -0.30088  0.780
H  4.40864  -0.11577  3.43557  0.627
N  3.36744  4.92017  -5.49890  -0.653
C  3.12789  3.71007  -4.82410  1.172
C  2.73172  2.57569  -5.53379  -0.810
C  2.50658  1.38216  -4.87261  -0.442
C  2.67836  1.31787  -3.49601  -0.509
C  3.10554  2.42852  -2.78471  -0.498
C  3.33057  3.62109  -3.44990  -0.767
S  2.34036  -0.17837  -2.62702  1.397
O  2.86106  -0.02379  -1.27675  -0.566
O  2.85785  -1.25287  -3.43299  -0.810
N  0.76766  -0.27939  -2.36948  -0.139
C  -0.24652  0.40556  -2.96040  -0.051
N  -0.38711  0.63326  -4.26482  -0.501
C  -1.49139  1.29714  -4.60400  -0.368
C  -2.45744  1.70831  -3.70217  -0.853
C  -2.21497  1.42591  -2.36316  -0.089
N  -1.11186  0.80556  -2.00944  0.349
H  2.80904  5.02546  -6.33237  0.218
H  3.26440  5.72660  -4.90097  0.240
H  2.59050  2.63827  -6.60742  0.282
H  2.18177  0.50203  -5.40915  0.391
H  3.25572  2.35755  -1.71596  0.633
H  3.64456  4.49466  -2.88999  0.336
H  -1.60884  1.49822  -5.66507  0.394
H  -3.34823  2.22865  -4.02081  0.392
H  -2.89066  1.70297  -1.56122  0.444
S  -3.23527  -3.91953  4.31820  -0.768
Sb  -3.66714  -3.08038  2.20941  0.450
S  -1.42793  -1.73418  -0.46322  -0.377
S  -1.13156  -1.79291  1.57945  -0.104
S  -5.17535  -1.33634  2.43879  -0.703
O  -1.43123  1.18280  0.79371  0.919
S  -1.50010  2.12264  1.99015  0.380
C  -3.21191  2.59677  1.94019  0.563
C  -3.56955  3.84971  2.41512  -0.535
C  -4.90629  4.21808  2.39411  -0.678
C  -5.86014  3.33189  1.90677  -0.504
C  -5.48468  2.08154  1.43553  -1.213
C  -4.14771  1.70883  1.43418  -0.482
C  -1.46936  1.20940  3.51153  0.503
C  -0.37067  1.47366  4.31885  -0.871
C  -0.25273  0.80211  5.52735  -0.632
C  -1.22228  -0.11737  5.90221  -0.537
C  -2.31670  -0.37310  5.08304  -0.712
C  -2.44813  0.29272  3.87582  0.093
H  -2.81041  4.52529  2.79150  0.431
H  -5.20344  5.19410  2.75750  0.371
H  -6.90569  3.61643  1.90530  0.377
H  -6.21680  1.36008  1.09662  0.463
H  -3.86692  0.72029  1.08599  0.920
H  0.40877  2.14691  3.98649  0.330
H  0.61340  0.98221  6.15233  0.414
H  -1.11812  -0.66287  6.83276  0.379
H  -3.04076  -1.13520  5.33985  0.466
H  -3.29089  0.05433  3.23602  0.012
Cl  1.41845  5.77690  -0.66450  -0.228
C  0.56069  4.38249  0.06108  0.062
Cl  -1.09575  4.32070  -0.56779  -0.181
C  1.39787  3.08146  -0.13732  0.125
O  2.54121  3.14698  0.27660  -0.655
O  0.79390  2.11459  -0.69632  0.400
H  0.49166  4.58055  1.12586  0.304